(i)
Molecular formula: C5H8N2O2
Method: DFT, ωB97M-V/def2-TZVPD

Structure (XYZ):
```
17
Properties=species:S:1:pos:R:3
H 0.19407 -1.10594 2.61432
N 0.37344 -0.12247 2.44334
C -0.30724 0.37568 1.48797
N -0.26118 1.70881 1.24973
C -1.17865 -0.44754 0.60891
C -1.30639 -0.38937 -0.72444
C -0.43411 0.44702 -1.57191
O -0.84245 1.20647 -2.40844
O 0.90529 0.40755 -1.27410
C 1.56854 -0.83409 -1.13475
H -0.57283 2.07691 0.36621
H 0.44760 2.22658 1.74099
H -1.79160 -1.15818 1.15534
H -2.05951 -0.96073 -1.24921
H 1.84109 -1.21997 -2.12528
H 2.47744 -0.64687 -0.56001
H 0.94648 -1.56386 -0.61867
```

- HOMO (spin up / spin down): -0.345 / -0.345 hartree
- Charge: 0
- LUMO level (spin up / spin down): 0.01 / 0.01 eV
- Orbital gap (spin up / spin down): 9.4 / 9.4 eV
- SMILES string: [H]/N=C(N)\C=C/C(=O)OC

---

(ii)
Molecular formula: C5H8N2O2
Method: DFT, ωB97M-V/def2-TZVPD

Structure (XYZ):
```
17
Properties=species:S:1:pos:R:3
C -3.55192 -0.84389 -0.07685
O -2.53280 0.04963 0.33103
N -1.42221 0.05778 -0.52370
C -0.30404 0.24752 0.26605
N 0.84608 0.50715 -0.55954
C 1.59212 1.51595 -0.03896
C 2.00948 0.11970 0.26193
C 3.01636 -0.73119 -0.28582
O 4.03759 -1.20159 0.15559
H -3.68283 -0.82612 -1.29290
H -3.30883 -2.06938 0.09032
H -4.54702 -0.25624 0.30593
H -0.25209 0.07159 1.52036
H 2.15823 2.20658 -0.89585
H 1.44516 2.12678 0.78303
H 1.69077 -0.05695 1.35568
H 2.80594 -0.91732 -1.39632
```

- HOMO: -0.350 hartree
- Charge: 0
- LUMO level: 0.55 eV
- Orbital gap: 10.1 eV
- SMILES string: CO/N=C/N1C[C@@H]1C=O

---

Stability summary - winner: (i); margin: 0.2239 hartree.